(1)
# C9H30N6O6

A 6-piece molecular cluster, C9H30N6O6 overall (ωB97M-V/def2-TZVPD, the OMol25 dataset).

```
51
C9H30N6O6, DFT ωB97M-V/def2-TZVPD
N -17.98998 -8.59449 -0.93512
C -17.22350 -9.52764 -0.08327
N -16.91891 -10.64507 -0.78995
O -16.80517 -9.27291 1.05994
H -18.29315 -9.08738 -1.77768
H -18.60622 -7.87381 -0.58847
H -16.29157 -11.40865 -0.54598
H -17.26015 -10.63096 -1.73003
N -14.24308 -8.90268 1.84555
C -13.52569 -10.00901 1.40905
N -12.24412 -10.17484 2.04457
O -13.96410 -10.83842 0.61747
H -15.23751 -8.87981 1.69698
H -13.88622 -8.38802 2.62546
H -11.57118 -10.72557 1.54585
H -11.87328 -9.36145 2.47506
N -15.83461 -10.36809 -4.79157
C -17.18274 -9.99290 -4.77820
N -17.67377 -9.56080 -6.00850
O -17.89335 -10.05575 -3.75389
H -15.32664 -10.59095 -3.93443
H -15.34767 -10.40982 -5.65689
H -17.01391 -9.28834 -6.66564
H -18.57277 -9.10272 -6.05488
C -17.41984 -5.22101 -6.13283
C -18.42547 -6.16227 -5.50040
O -18.89320 -7.09168 -6.45054
H -17.16040 -4.45557 -5.42774
H -17.86072 -4.69234 -6.99048
H -16.49902 -5.73234 -6.36264
H -19.27535 -5.62831 -5.08969
H -17.90837 -6.69954 -4.71049
H -19.39706 -6.59812 -7.14324
C -15.11894 -7.57483 -2.57276
C -14.31013 -8.28094 -1.50767
O -14.11878 -9.63421 -1.84930
H -14.71616 -7.85553 -3.56042
H -15.03704 -6.48497 -2.45734
H -16.19287 -7.87884 -2.49620
H -14.87608 -8.31308 -0.59393
H -13.31324 -7.84647 -1.39986
H -14.11479 -10.09068 -1.00757
C -11.83956 -4.85717 -3.71328
C -10.93645 -5.93742 -3.14835
O -9.81143 -5.30254 -2.70072
H -12.62052 -5.19706 -4.35162
H -11.19679 -4.07285 -4.13277
H -12.36034 -4.30831 -2.90647
H -10.68483 -6.70479 -3.91265
H -11.50097 -6.40927 -2.32380
H -9.30594 -5.90607 -2.13586
```

## Properties
charge = 0
ΔE to the lowest compared entry with this formula, charge and spin = 24.53 kcal per mole

=====

(2)
# C27H64BO17

A 10-piece molecular cluster, C27H64BO17 overall (ωB97M-V/def2-TZVPD, the OMol25 dataset).

```
109
C27H64BO17, DFT ωB97M-V/def2-TZVPD
O 3.29951 0.77989 1.66489
C 2.48077 0.55336 0.75877
O 1.26472 0.14350 0.85806
B 0.62361 0.27282 -0.47486
O 1.68245 0.57730 -1.40831
C 2.74303 0.78531 -0.78567
O 3.82088 1.20815 -1.28584
O -0.32215 1.41225 -0.44849
C -1.53061 0.99792 -0.74203
O -2.62123 1.53162 -0.72511
C -1.34931 -0.59058 -0.93777
O -0.19249 -0.91195 -0.72946
O -2.38374 -1.30235 -0.99564
C -0.63638 2.18185 -4.56883
C -2.06744 2.75373 -4.47190
C -3.19999 1.74797 -4.17512
O -2.05840 3.54381 -3.37102
H -0.53477 1.53919 -3.69432
H 0.06770 3.00014 -4.41794
H -0.29381 1.64229 -5.45180
H -2.23294 3.33569 -5.37856
H -4.05097 2.21688 -3.68109
H -2.88009 0.97076 -3.48108
H -3.56084 1.17169 -5.02706
H -2.06671 2.95865 -2.61004
C -6.23455 1.01783 -1.84901
C -6.60372 1.91395 -0.69011
C -7.46250 1.14586 0.33809
O -5.53781 2.31782 0.14691
H -5.81428 1.84814 -2.41650
H -7.02078 0.50675 -2.40466
H -5.48876 0.26393 -1.59692
H -7.10851 2.79701 -1.08190
H -8.50294 0.93430 0.09146
H -7.37780 1.59902 1.32581
H -7.01444 0.17772 0.56178
H -4.65089 2.19264 -0.19853
C -1.11897 -1.62113 2.89348
C -1.35995 -0.60013 4.03637
C -2.78256 -0.68445 4.54999
O -0.53165 -0.74966 5.15220
H -1.51275 -2.62865 3.02747
H -0.07715 -1.78743 2.61950
H -1.58112 -1.15215 2.02482
H -1.23420 0.39947 3.62034
H -2.91943 -0.26276 5.54575
H -2.99627 -1.72611 4.78955
H -3.56374 -0.21272 3.95391
H 0.03459 0.02540 5.13692
C -2.23435 -4.32805 0.64961
C -1.00261 -4.64083 -0.23804
C -1.29398 -4.44512 -1.71304
O -0.01024 -3.67807 0.16621
H -1.86700 -4.32343 1.67584
H -3.01726 -5.08068 0.55636
H -2.71979 -3.39192 0.37372
H -0.77109 -5.67441 0.01930
H -0.51996 -4.75414 -2.41554
H -1.52268 -3.39175 -1.87490
H -2.04079 -5.11651 -2.13686
H -0.43018 -2.82927 0.00885
C 6.88344 1.26413 1.98977
C 7.34604 2.37861 1.06407
C 6.40489 2.89350 -0.00513
O 7.58273 3.43234 1.93966
H 6.75250 0.29793 1.50251
H 5.98138 1.54935 2.53110
H 7.72387 0.93544 2.60111
H 8.30520 2.29166 0.55363
H 5.35233 2.82339 0.26931
H 6.58405 2.36316 -0.94041
H 6.62576 3.91108 -0.32738
H 6.78403 3.62088 2.43777
C 3.48346 -3.53230 4.23049
C 4.08245 -2.08477 4.03004
C 3.14381 -1.00621 4.58405
O 5.33610 -1.94906 4.65515
H 2.73661 -3.80273 3.48404
H 3.09106 -3.50889 5.24713
H 4.23365 -4.31983 4.15901
H 4.08804 -1.92537 2.95178
H 2.12812 -1.10103 4.20000
H 3.33401 -0.01346 4.17618
H 3.28310 -0.95237 5.66377
H 5.72987 -1.11177 4.39925
C -4.93382 -2.48980 -2.77922
C -5.83023 -3.51250 -1.99360
O -7.10841 -3.01277 -1.93379
H -3.92290 -2.86376 -2.94140
H -4.80939 -1.54978 -2.24165
H -5.38032 -2.24679 -3.74341
H -5.51801 -3.67916 -0.96266
H -5.97637 -4.45036 -2.52948
H -7.68821 -3.48689 -1.33326
C 2.62010 4.63287 -0.70789
C 1.29576 4.60370 -1.47960
O 0.90018 5.89774 -1.96782
H 2.89466 3.58102 -0.62831
H 2.48362 4.99088 0.31255
H 3.40829 5.24894 -1.14069
H 0.47604 4.05353 -1.01754
H 1.50353 4.07797 -2.41155
H 0.13730 5.81874 -2.54520
C 7.02101 -0.85797 -2.24142
O 5.89567 -1.15834 -1.42996
H 7.97934 -1.30174 -1.97165
H 6.77616 -1.22064 -3.23973
H 7.23238 0.20965 -2.18139
H 5.43640 -0.31857 -1.35620
```

## Properties
charge = -1

=====

| no. | HOMO-LUMO gap (eV) | DFT total energy (hartree) |
| --- | --- | --- |
| 1 | 9.9 | -1140.97129 |
| 2 | 10.3 | -2371.23964 |